(1)
Molecular formula: C7H10NO
Method: DFT, the ωB97M-V functional and the def2-TZVPD basis

```
! RIJCOSX wB97M-V def2-TZVPD def2/J DEFGRID3
* xyz 1 1
C -0.64 0.21 -1.28
C -1.20 0.95 -0.30
C 0.12 -0.94 -0.94
C 2.52 0.60 -1.00
C 2.56 -0.14 0.06
C -0.99 0.60 1.13
C -0.74 -0.90 1.32
N 0.07 -1.46 0.25
O 2.48 -0.84 0.98
H -0.73 0.49 -2.32
H -1.76 1.84 -0.53
H 0.68 -1.47 -1.70
H 3.00 0.29 -1.91
H 2.22 1.63 -0.95
H -0.13 1.19 1.48
H -1.84 0.90 1.74
H -0.23 -1.08 2.27
H -1.69 -1.44 1.34
H 0.57 -2.31 0.47
*
```

Computed properties:
- Molecular weight: 124.16 g/mol
- Highest occupied orbital energy: -13.419 eV
- Kohn-Sham gap: 8.625 eV

---

(2)
Molecular formula: C7H10NO
Method: DFT, the ωB97M-V functional and the def2-TZVPD basis

```
! RIJCOSX wB97M-V def2-TZVPD def2/J DEFGRID3
* xyz 1 1
C 0.38 -0.03 2.06
C 0.80 -0.87 1.16
C 1.85 -0.85 0.20
C 1.91 0.08 -0.69
N 1.05 1.13 -0.74
C -0.29 1.18 -0.93
O -0.82 2.34 -1.00
C -1.05 -0.10 -1.02
C -2.32 -0.35 -0.96
H -0.33 -0.34 2.84
H 1.01 0.92 2.23
H 0.14 -1.72 1.12
H 2.37 -1.91 0.11
H 2.45 -0.09 -1.64
H 1.57 2.01 -0.76
H -1.78 2.31 -1.01
H -0.30 -0.95 -1.21
H -2.71 -1.31 -1.18
H -3.12 0.37 -0.72
*
```

Computed properties:
- SMILES: C=C/C=C\[NH+]=C(\O)C=C
- Molecular weight: 124.16 g/mol
- Highest occupied orbital energy: -13.407 eV
- Kohn-Sham gap: 8.589 eV

---

Tell me which of them is the least stable. Sure, it is (2).

---

(1)
Molecular formula: C12H17N2O
Method: DFT, the ωB97M-V functional and the def2-TZVPD basis

```
! RIJCOSX wB97M-V def2-TZVPD def2/J DEFGRID3
* xyz 1 1
C 0.22 2.53 2.71
C -0.09 1.39 1.79
N -0.06 0.10 2.04
C -0.41 -0.77 0.91
C 0.70 -1.66 0.37
C -1.60 -1.53 1.52
C -0.85 0.27 -0.24
O -2.27 0.04 -0.22
C -0.07 0.25 -1.53
C -0.49 -0.68 -2.48
C 0.18 -0.98 -3.66
C 1.34 -0.31 -3.95
C 1.76 0.71 -3.06
C 1.06 1.03 -1.90
N -0.51 1.61 0.55
H -0.48 3.26 2.74
H 0.97 3.03 2.15
H 0.55 2.03 3.60
H 0.15 -0.21 2.95
H 1.14 -2.25 1.25
H 1.64 -1.09 0.15
H 0.41 -2.28 -0.37
H -2.36 -1.56 0.79
H -2.00 -1.02 2.42
H -1.12 -2.52 1.81
H -2.57 0.58 -0.95
H -1.36 -1.22 -2.34
H -0.13 -1.72 -4.40
H 1.97 -0.45 -4.76
H 2.72 1.29 -3.17
H 1.38 1.79 -1.19
H -0.92 2.41 0.07
*
```

Computed properties:
- SMILES: CC1=[NH+]C(C)(C)[C@](O)(c2ccccc2)N1
- Molecular weight: 205.28 g/mol
- Highest occupied orbital energy: -12.645 eV
- Kohn-Sham gap: 9.975 eV

---

(2)
Molecular formula: C12H17N2O
Method: DFT, the ωB97M-V functional and the def2-TZVPD basis

```
! RIJCOSX wB97M-V def2-TZVPD def2/J DEFGRID3
* xyz 1 1
C -3.25 1.58 -0.89
C -2.61 2.17 0.13
C -2.54 0.62 -1.63
C -1.34 1.58 0.74
C -1.28 0.27 -1.32
C -0.51 0.79 -0.26
C -1.53 -2.13 1.43
C 2.86 0.46 1.00
C 2.97 -0.11 -0.48
C 1.41 0.92 1.17
C 1.56 -0.46 -0.85
C 1.20 -1.98 -0.70
N -1.47 -3.20 0.94
N 0.75 0.46 -0.01
O -1.61 -1.07 1.74
H -4.09 2.01 -1.40
H -3.10 2.95 0.61
H -2.98 0.35 -2.62
H -0.75 2.39 1.17
H -0.75 -0.40 -1.95
H 2.99 -0.42 1.63
H 3.38 1.44 1.09
H 3.23 0.66 -1.24
H 3.68 -0.86 -0.40
H 1.00 0.42 2.02
H 1.34 1.96 1.36
H 1.41 -0.28 -1.94
H 1.18 -2.26 0.30
H 1.97 -2.58 -1.27
H 0.18 -2.11 -1.14
H -1.65 0.97 1.68
H -1.65 -4.17 1.08
*
```

Computed properties:
- Molecular weight: 205.28 g/mol
- Highest occupied orbital energy (alpha / beta): -12.651 / -12.651 eV
- Kohn-Sham gap (alpha / beta): 8.128 / 8.129 eV

---

Tell me which of them is the least stable. Sure, it is (2).

---

(1)
Molecular formula: C37H30N13STcTe
Method: DFT, the ωB97M-V functional and the def2-TZVPD basis

```
! RIJCOSX wB97M-V def2-TZVPD def2/J DEFGRID3
* xyz -1 4
Tc 10.13 10.93 16.25
C 8.69 13.01 12.82
C 9.54 12.47 13.92
N 8.99 11.99 15.02
N 7.59 12.05 15.09
C 7.09 11.19 15.95
N 5.73 10.97 16.01
S 8.06 10.14 16.94
C 11.00 12.31 13.87
C 11.77 12.82 12.79
C 13.11 12.75 12.87
C 13.76 12.12 13.98
C 12.97 11.68 14.97
N 11.61 11.73 14.90
H 8.08 13.78 13.26
H 8.01 12.24 12.44
H 9.33 13.38 12.00
H 5.21 11.76 15.67
H 5.38 10.45 16.79
H 11.23 13.16 11.91
H 13.69 13.14 12.06
H 14.82 12.02 14.03
H 13.33 11.14 15.82
N 12.92 8.93 17.46
C 12.23 8.50 16.36
N 12.57 7.45 15.60
N 11.72 7.41 14.59
N 10.87 8.40 14.75
N 11.16 9.12 15.85
C 12.43 9.97 18.30
N 12.91 10.26 19.48
N 12.12 11.27 19.91
N 11.22 11.55 19.04
N 11.38 10.73 17.96
H 13.58 8.30 17.85
Te 10.46 14.71 16.65
C 11.78 15.35 18.23
C 12.89 16.21 17.95
C 13.88 16.32 18.91
C 13.80 15.67 20.13
C 12.70 14.87 20.39
C 11.71 14.68 19.43
C 8.77 14.72 17.99
C 8.22 13.57 18.49
C 7.05 13.59 19.28
C 6.42 14.80 19.49
C 6.98 15.97 19.02
C 8.13 15.93 18.26
H 12.93 16.77 17.01
H 14.76 16.93 18.79
H 14.60 15.69 20.81
H 12.65 14.15 21.19
H 10.90 13.99 19.54
H 8.65 12.62 18.33
H 6.64 12.64 19.66
H 5.45 14.81 20.03
H 6.49 16.91 19.19
H 8.46 16.84 17.79
C 9.87 8.91 13.91
C 9.66 8.49 12.73
C 9.31 8.21 11.48
C 10.07 8.84 10.34
C 10.20 8.27 9.05
C 11.00 8.85 8.07
C 11.66 10.03 8.35
C 11.56 10.58 9.62
C 10.85 9.99 10.65
C 8.19 7.34 11.13
C 7.48 7.41 9.93
C 6.55 6.39 9.63
C 6.30 5.35 10.53
C 7.00 5.33 11.72
C 7.93 6.31 12.02
H 9.61 7.41 8.85
H 11.04 8.41 7.11
H 12.25 10.52 7.58
H 12.09 11.45 9.84
H 10.97 10.20 11.73
H 7.67 8.18 9.15
H 6.03 6.30 8.69
H 5.58 4.58 10.24
H 6.85 4.52 12.42
H 8.62 6.24 12.87
*
```

Computed properties:
- Molecular weight: 914.40 g/mol
- Highest occupied orbital energy (alpha / beta): -3.929 / -4.297 eV
- Kohn-Sham gap (alpha / beta): 6.063 / 5.904 eV

---

(2)
Molecular formula: C37H30N13STcTe
Method: DFT, the ωB97M-V functional and the def2-TZVPD basis

```
! RIJCOSX wB97M-V def2-TZVPD def2/J DEFGRID3
* xyz -1 4
Tc 12.11 13.07 17.34
C 11.14 9.87 20.07
C 11.22 11.13 19.32
N 12.19 11.38 18.49
N 13.03 10.36 18.22
C 13.99 10.71 17.38
N 14.55 9.69 16.64
S 14.44 12.36 17.08
C 10.05 11.97 19.10
C 8.72 11.74 19.51
C 7.67 12.40 18.93
C 7.91 13.40 17.97
C 9.19 13.63 17.65
N 10.22 12.93 18.16
H 12.12 9.65 20.55
H 11.08 9.10 19.31
H 10.38 9.79 20.81
H 14.33 8.81 17.11
H 15.51 9.82 16.36
H 8.51 11.00 20.28
H 6.64 12.22 19.21
H 7.09 13.90 17.51
H 9.49 14.36 16.92
N 13.38 16.23 17.09
C 12.40 15.94 16.21
N 12.06 16.70 15.19
N 11.10 15.99 14.55
N 10.92 14.88 15.13
N 11.74 14.77 16.19
C 13.32 15.77 18.40
N 13.98 16.34 19.37
N 13.69 15.62 20.45
N 12.95 14.59 20.14
N 12.66 14.68 18.79
H 13.77 17.16 17.01
Te 11.16 13.83 12.09
C 11.97 13.35 10.14
C 13.34 13.37 9.85
C 13.82 13.00 8.60
C 12.94 12.57 7.62
C 11.55 12.50 7.90
C 11.11 12.91 9.15
C 12.91 14.83 12.70
C 13.09 16.17 12.29
C 14.17 16.90 12.78
C 15.00 16.33 13.76
C 14.82 15.01 14.13
C 13.78 14.25 13.59
H 14.03 13.69 10.59
H 14.87 12.98 8.38
H 13.28 12.23 6.62
H 10.83 12.17 7.16
H 10.06 12.91 9.39
H 12.36 16.58 11.61
H 14.27 17.92 12.44
H 15.78 16.94 14.18
H 15.47 14.51 14.86
H 13.57 13.24 13.92
C 11.51 11.70 15.94
C 11.12 10.77 15.24
C 10.53 9.82 14.40
C 11.35 9.20 13.36
C 11.10 7.88 12.97
C 11.88 7.22 12.04
C 12.95 7.89 11.45
C 13.15 9.24 11.76
C 12.39 9.89 12.70
C 9.08 9.58 14.51
C 8.31 9.18 13.44
C 6.92 9.01 13.57
C 6.30 9.28 14.78
C 7.06 9.67 15.86
C 8.45 9.83 15.76
H 10.30 7.34 13.44
H 11.70 6.16 11.81
H 13.61 7.38 10.76
H 13.95 9.80 11.27
H 12.53 10.94 12.86
H 8.74 9.04 12.45
H 6.38 8.69 12.70
H 5.21 9.23 14.89
H 6.60 9.89 16.81
H 9.04 10.25 16.57
*
```

Computed properties:
- Molecular weight: 914.40 g/mol
- Highest occupied orbital energy (alpha / beta): -4.030 / -5.139 eV
- Kohn-Sham gap (alpha / beta): 5.577 / 6.416 eV

---

Tell me which of them is the least stable. Sure, it is (1).

---

(1)
Molecular formula: C9H9N
Method: DFT, the ωB97M-V functional and the def2-TZVPD basis

```
! RIJCOSX wB97M-V def2-TZVPD def2/J DEFGRID3
* xyz 0 1
C 2.67 -1.03 0.17
C 2.83 0.36 -0.03
C -2.03 1.11 0.10
C 1.34 -1.49 0.04
C 1.73 1.22 0.02
C -0.67 1.56 -0.07
C -2.43 -0.13 0.22
C -3.25 -1.16 -0.06
C 0.25 -0.64 -0.15
N 0.40 0.71 -0.06
H 3.61 -1.49 0.33
H 3.86 0.89 0.02
H -2.84 1.94 0.45
H 1.05 -2.49 0.02
H 1.70 2.34 0.05
H -0.35 2.52 -0.22
H -3.79 -1.24 -0.97
H -3.31 -2.09 0.54
H -0.77 -0.87 -0.42
*
```

Computed properties:
- Molecular weight: 131.18 g/mol
- Highest occupied orbital energy (alpha / beta): -6.518 / -6.517 eV
- Kohn-Sham gap (alpha / beta): 6.833 / 6.833 eV

---

(2)
Molecular formula: C9H9N
Method: DFT, the ωB97M-V functional and the def2-TZVPD basis

```
! RIJCOSX wB97M-V def2-TZVPD def2/J DEFGRID3
* xyz 0 1
C -1.67 2.35 0.52
C -1.64 1.77 -0.72
C -0.98 1.72 1.53
C -0.89 0.66 -1.02
C -0.10 0.64 1.24
C -0.16 0.06 -0.03
C 0.91 0.60 2.11
C 1.37 -1.64 -0.65
C 1.57 -3.00 -1.19
N 0.26 -1.25 -0.26
H -2.53 3.12 0.62
H -2.41 2.20 -1.42
H -0.84 2.21 2.46
H -0.73 0.34 -2.07
H 0.71 0.86 3.16
H 2.24 -0.96 -0.54
H 1.79 -2.73 -2.18
H 0.62 -3.45 -0.79
H 2.48 -3.51 -0.77
*
```

Computed properties:
- Molecular weight: 131.18 g/mol
- Highest occupied orbital energy (alpha / beta): -7.255 / -7.866 eV
- Kohn-Sham gap (alpha / beta): 6.926 / 7.342 eV

---

Tell me which of them is the least stable. Sure, it is (2).